Record 1
The following is a quantum chemistry calculation of an isolated molecule of C2H4N2O in a non-equilibrium geometry, from the OMol25 dataset.

CARTESIAN COORDINATES (ANGSTROEM)
C  0.247  1.373  -0.092
C  0.096  -0.027  -0.430
N  0.390  2.441  0.286
N  -0.954  -0.711  0.178
O  1.607  -0.484  0.163
H  0.238  -0.230  -1.489
H  -1.391  -0.214  0.942
H  -1.630  -1.090  -0.466
H  1.397  -1.057  0.908

Cartesian forces (eV/Å) of the 2 atoms listed first:
C -0.28 0.00 0.02
C 3.54 -1.04 1.13

Summary:
electronic energy = -7165.078 eV
2S+1 = 1
total charge = 0
max |F| = 3.9 eV/Å
HOMO level = -0.3956 Ha
SMILES = N#C[C@H](N)O
orbital gap = 11.32 eV
LUMO = 0.56 eV

Charges computed using natural (NBO), reported in e: atom 1 (C): 0.232, atom 2 (C): 0.138, atom 3 (N): -0.283, atom 4 (N): -0.808, atom 5 (O): -0.759, atom 6 (H): 0.232, atom 7 (H): 0.392, atom 8 (H): 0.394, atom 9 (H): 0.464



Record 2
The following is a quantum chemistry calculation of an isolated molecule of C2H4N2O in a non-equilibrium geometry, from the OMol25 dataset.

CARTESIAN COORDINATES (ANGSTROEM)
C  0.431  0.074  0.182
C  0.278  0.880  1.292
N  -0.671  -0.092  -0.588
N  -1.642  0.691  -0.433
O  1.258  1.528  1.865
H  1.154  -0.630  -0.319
H  -0.671  -0.990  -1.167
H  -2.510  0.317  -0.867
H  2.114  1.528  1.526

Cartesian forces (eV/Å) of the 2 atoms listed first:
C 1.17 -1.67 -2.56
C -0.55 0.21 0.56

Summary:
electronic energy = -7160.946 eV
2S+1 = 1
total charge = 0
max |F| = 3.3 eV/Å
HOMO level (spin up / spin down) = -0.2707 / -0.2789 Ha
orbital gap (spin up / spin down) = 7.30 / 7.76 eV
LUMO (spin up / spin down) = -0.07 / 0.17 eV

Charges computed using natural (NBO), reported in e: atom 1 (C): -0.316, atom 2 (C): 0.202, atom 3 (N): -0.176, atom 4 (N): -0.391, atom 5 (O): -0.645, atom 6 (H): 0.176, atom 7 (H): 0.377, atom 8 (H): 0.316, atom 9 (H): 0.458



Record 3
The following is a quantum chemistry calculation of an isolated molecule of C2H4N2O in a non-equilibrium geometry, from the OMol25 dataset.

CARTESIAN COORDINATES (ANGSTROEM)
C  -1.216  -0.106  -0.335
C  1.906  -0.166  0.148
O  -2.468  0.122  0.077
N  -0.251  0.583  0.093
N  0.995  0.575  -0.310
H  -2.464  0.849  0.716
H  -1.157  -0.910  -1.067
H  1.746  -0.965  0.872
H  2.910  0.017  -0.195

Cartesian forces (eV/Å) of the 2 atoms listed first:
C 0.89 -0.03 -0.27
C -0.22 -0.37 0.34

Summary:
electronic energy = -7164.544 eV
2S+1 = 1
total charge = 0
max |F| = 2.0 eV/Å
HOMO level = -0.3323 Ha
SMILES = C=N/N=C/O
orbital gap = 10.07 eV
LUMO = 1.03 eV

Charges computed using natural (NBO), reported in e: atom 1 (C): 0.363, atom 2 (C): -0.125, atom 3 (O): -0.667, atom 4 (N): -0.340, atom 5 (N): -0.214, atom 6 (H): 0.492, atom 7 (H): 0.156, atom 8 (H): 0.152, atom 9 (H): 0.183



Record 4
The following is a quantum chemistry calculation of a cluster of 2 separate species, C2H4N2O in total in a non-equilibrium geometry, from the OMol25 dataset.

CARTESIAN COORDINATES (ANGSTROEM)
C  -0.359  0.137  0.087
C  0.002  1.504  0.394
O  0.192  -2.113  -0.984
N  -1.142  -0.720  0.278
N  0.582  1.932  1.426
H  -0.488  -2.706  -1.309
H  0.637  1.268  2.198
H  0.740  -1.503  -1.667
H  -0.164  2.202  -0.424

Cartesian forces (eV/Å) of the 2 atoms listed first:
C -3.44 -1.17 2.14
C 1.35 0.43 -0.86

Summary:
electronic energy = -7163.695 eV
2S+1 = 1
total charge = 0
max |F| = 4.3 eV/Å
HOMO level = -0.3733 Ha
SMILES = [H]/N=C\C#N.O
orbital gap = 10.12 eV
LUMO = -0.04 eV

Charges computed using natural (NBO), reported in e: atom 1 (C): 0.146, atom 2 (C): 0.037, atom 3 (O): -0.960, atom 4 (N): -0.198, atom 5 (N): -0.547, atom 6 (H): 0.493, atom 7 (H): 0.349, atom 8 (H): 0.487, atom 9 (H): 0.194



Record 5
The following is a quantum chemistry calculation of an isolated molecule of C2H4N2O in a non-equilibrium geometry, from the OMol25 dataset.

CARTESIAN COORDINATES (ANGSTROEM)
C  -1.524  -0.154  0.027
C  -0.149  0.112  -0.398
N  -2.628  -0.363  0.233
N  0.763  -0.852  0.091
O  0.299  1.389  0.093
H  -0.062  0.321  -1.615
H  0.707  -0.972  1.080
H  1.665  -0.765  -0.345
H  0.928  1.284  0.833

Cartesian forces (eV/Å) of the 2 atoms listed first:
C 0.20 0.02 -0.60
C 2.27 2.01 -1.74

Summary:
electronic energy = -7165.217 eV
2S+1 = 1
total charge = 0
max |F| = 3.5 eV/Å
HOMO level = -0.3818 Ha
SMILES = N#C[C@H](N)O
orbital gap = 10.97 eV
LUMO = 0.58 eV

Charges computed using natural (NBO), reported in e: atom 1 (C): 0.233, atom 2 (C): 0.151, atom 3 (N): -0.276, atom 4 (N): -0.841, atom 5 (O): -0.731, atom 6 (H): 0.223, atom 7 (H): 0.379, atom 8 (H): 0.387, atom 9 (H): 0.474



Record 6
The following is a quantum chemistry calculation of a cluster of 2 separate species, C2H4N2O in total in a non-equilibrium geometry, from the OMol25 dataset.

CARTESIAN COORDINATES (ANGSTROEM)
C  -1.297  -0.105  -0.318
C  0.179  0.195  -0.194
N  -2.355  -0.384  -0.075
N  0.675  -0.826  0.632
O  0.565  1.450  0.262
H  0.492  0.250  -1.804
H  0.162  -1.648  0.432
H  1.694  -1.049  0.678
H  -0.115  2.116  0.388

Cartesian forces (eV/Å) of the 2 atoms listed first:
C 5.57 2.06 -0.02
C -2.68 0.23 5.12

Summary:
electronic energy = -7159.516 eV
2S+1 = 3
total charge = 0
max |F| = 5.9 eV/Å
HOMO level (spin up / spin down) = -0.2187 / -0.4186 Ha
orbital gap (spin up / spin down) = 6.67 / 8.81 eV
LUMO (spin up / spin down) = 0.72 / -2.58 eV

Charges computed using natural (NBO), reported in e: atom 1 (C): 0.184, atom 2 (C): 0.256, atom 3 (N): -0.286, atom 4 (N): -0.735, atom 5 (O): -0.669, atom 6 (H): -0.036, atom 7 (H): 0.385, atom 8 (H): 0.398, atom 9 (H): 0.504



Record 7
The following is a quantum chemistry calculation of an isolated molecule of C2H4N2O2 in a non-equilibrium geometry, from the OMol25 dataset.

CARTESIAN COORDINATES (ANGSTROEM)
C  0.536  1.982  -0.284
C  -0.613  -1.498  -0.037
N  -0.401  0.864  -0.340
N  0.158  -0.306  0.240
O  0.069  3.063  -0.427
O  1.165  -0.256  0.924
H  1.567  1.854  0.146
H  -1.576  -1.140  -0.469
H  0.015  -2.328  -0.500
H  -0.922  -2.236  0.747

Cartesian forces (eV/Å) of the 2 atoms listed first:
C -0.67 -1.35 2.18
C -1.12 -2.69 -0.15

Summary:
electronic energy = -9209.782 eV
2S+1 = 1
total charge = 0
max |F| = 5.4 eV/Å
HOMO level (spin up / spin down) = -0.3692 / -0.3692 Ha
SMILES = C/[N+]([O-])=N/C=O
orbital gap (spin up / spin down) = 8.97 / 8.97 eV
LUMO (spin up / spin down) = -1.08 / -1.08 eV

Charges computed using natural (NBO), reported in e: atom 1 (C): 0.470, atom 2 (C): -0.508, atom 3 (N): -0.363, atom 4 (N): 0.337, atom 5 (O): -0.502, atom 6 (O): -0.352, atom 7 (H): 0.141, atom 8 (H): 0.266, atom 9 (H): 0.259, atom 10 (H): 0.252



Record 8
The following is a quantum chemistry calculation of an isolated molecule of C2H4N2O2 in a non-equilibrium geometry, from the OMol25 dataset.

CARTESIAN COORDINATES (ANGSTROEM)
N  1.758  0.071  -0.323
C  0.554  -0.211  0.416
O  0.432  -0.583  1.576
N  -0.487  -0.043  -0.446
C  -1.803  0.036  -0.065
O  -2.689  0.270  -0.849
H  2.367  -0.657  0.225
H  1.995  1.080  -0.157
H  -0.213  0.165  -1.395
H  -1.914  -0.127  1.016

Cartesian forces (eV/Å) of the 2 atoms listed first:
N 0.99 -1.77 2.71
C -0.43 0.04 0.70

Summary:
electronic energy = -9214.286 eV
2S+1 = 1
total charge = 0
max |F| = 3.4 eV/Å
HOMO level = -0.3852 Ha
SMILES = NC(=O)NC=O
orbital gap = 11.06 eV
LUMO = 0.57 eV

Charges computed using natural (NBO), reported in e: atom 1 (N): -0.895, atom 2 (C): 0.781, atom 3 (O): -0.590, atom 4 (N): -0.659, atom 5 (C): 0.539, atom 6 (O): -0.549, atom 7 (H): 0.399, atom 8 (H): 0.401, atom 9 (H): 0.425, atom 10 (H): 0.146



Record 9
The following is a quantum chemistry calculation of an isolated molecule of C2H4N2O2 in a non-equilibrium geometry, from the OMol25 dataset.

CARTESIAN COORDINATES (ANGSTROEM)
C  -1.283  0.972  -0.083
C  1.918  -0.308  -0.024
H  -0.782  -1.287  0.047
H  -1.556  2.070  0.048
H  2.634  0.527  0.067
H  2.315  -1.385  -0.004
N  -2.179  0.063  -0.051
N  0.626  -0.324  -0.102
O  -1.735  -1.249  0.034
O  0.044  0.919  0.068

Cartesian forces (eV/Å) of the 2 atoms listed first:
C -2.20 1.32 1.05
C -0.92 -2.12 0.00

Summary:
electronic energy = -9209.477 eV
2S+1 = 1
total charge = 0
max |F| = 2.8 eV/Å
HOMO level = -0.3382 Ha
SMILES = C=NO/C=N\O
orbital gap = 9.58 eV
LUMO = 0.38 eV

Charges computed using natural (NBO), reported in e: atom 1 (C): 0.275, atom 2 (C): -0.095, atom 3 (H): 0.470, atom 4 (H): 0.193, atom 5 (H): 0.204, atom 6 (H): 0.208, atom 7 (N): -0.151, atom 8 (N): -0.170, atom 9 (O): -0.565, atom 10 (O): -0.369



Record 10
The following is a quantum chemistry calculation of an isolated molecule of C2H4N2O2 in a non-equilibrium geometry, from the OMol25 dataset.

CARTESIAN COORDINATES (ANGSTROEM)
C  -0.015  0.310  0.141
C  0.625  -0.883  0.715
N  -1.120  0.974  -1.820
N  -0.970  -0.061  -1.230
O  0.038  1.421  0.478
O  1.220  -0.408  1.869
H  1.316  -1.046  -0.251
H  -0.116  -1.719  0.762
H  -1.787  0.976  -2.605
H  0.808  0.436  1.941

Cartesian forces (eV/Å) of the 2 atoms listed first:
C -2.67 -1.77 -3.77
C 0.29 0.32 -2.52

Summary:
electronic energy = -9210.936 eV
2S+1 = 1
total charge = 0
max |F| = 5.0 eV/Å
HOMO level = -0.3260 Ha
SMILES = [H]/N=N/C(=O)CO
orbital gap = 9.16 eV
LUMO = 0.29 eV

Charges computed using natural (NBO), reported in e: atom 1 (C): 0.636, atom 2 (C): -0.183, atom 3 (N): -0.306, atom 4 (N): -0.193, atom 5 (O): -0.508, atom 6 (O): -0.682, atom 7 (H): 0.208, atom 8 (H): 0.221, atom 9 (H): 0.325, atom 10 (H): 0.481



Record 11
The following is a quantum chemistry calculation of an isolated molecule of C2H4N2O2 in a non-equilibrium geometry, from the OMol25 dataset.

CARTESIAN COORDINATES (ANGSTROEM)
C  1.590  0.245  -0.108
C  -1.382  -0.862  0.199
N  -0.627  0.609  0.746
N  0.409  0.987  -0.083
O  1.913  -0.703  0.541
O  -1.801  0.416  0.009
H  2.336  0.800  -0.770
H  -0.918  -1.305  -0.543
H  -1.715  -1.471  1.036
H  0.193  1.284  -1.026

Cartesian forces (eV/Å) of the 2 atoms listed first:
C 1.17 1.56 -0.50
C 0.16 3.70 4.98

Summary:
electronic energy = -9209.189 eV
2S+1 = 1
total charge = 0
max |F| = 6.2 eV/Å
HOMO level = -0.3486 Ha
SMILES = O=CNN1CO1
orbital gap = 10.16 eV
LUMO = 0.67 eV

Charges computed using natural (NBO), reported in e: atom 1 (C): 0.521, atom 2 (C): 0.068, atom 3 (N): 0.020, atom 4 (N): -0.502, atom 5 (O): -0.551, atom 6 (O): -0.379, atom 7 (H): 0.103, atom 8 (H): 0.153, atom 9 (H): 0.184, atom 10 (H): 0.384



Record 12
The following is a quantum chemistry calculation of a cluster of 2 separate species, C2H4N2O2S in total in a non-equilibrium geometry, from the OMol25 dataset.

CARTESIAN COORDINATES (ANGSTROEM)
C  0.096  -0.056  -0.102
C  -0.237  -1.265  -0.740
H  1.234  1.755  -0.313
H  1.344  0.509  -1.636
H  0.021  1.607  2.353
H  -1.647  -1.647  1.081
N  1.014  0.759  -0.613
N  -0.613  0.406  0.790
O  -0.163  1.731  0.989
O  0.179  -1.392  -1.850
S  -1.227  -2.407  0.042

Cartesian forces (eV/Å) of the 2 atoms listed first:
C 1.66 2.91 -0.69
C -0.08 -0.75 -0.76

Summary:
electronic energy = -20044.690 eV
2S+1 = 1
total charge = 0
max |F| = 7.9 eV/Å
HOMO level = -0.3390 Ha
orbital gap = 8.87 eV
LUMO = -0.35 eV

Charges computed using natural (NBO), reported in e: atom 1 (C): 0.230, atom 2 (C): 0.337, atom 3 (H): 0.448, atom 4 (H): 0.415, atom 5 (H): 0.468, atom 6 (H): 0.171, atom 7 (N): -0.821, atom 8 (N): -0.208, atom 9 (O): -0.572, atom 10 (O): -0.527, atom 11 (S): 0.059



Look up the 2S+1 of the sixth one.
3



The lowest max |F| belongs to which entry?
number 3



Please write out number 9 again, unchanged.
The following is a quantum chemistry calculation of an isolated molecule of C2H4N2O2 in a non-equilibrium geometry, from the OMol25 dataset.

CARTESIAN COORDINATES (ANGSTROEM)
C  -1.283  0.972  -0.083
C  1.918  -0.308  -0.024
H  -0.782  -1.287  0.047
H  -1.556  2.070  0.048
H  2.634  0.527  0.067
H  2.315  -1.385  -0.004
N  -2.179  0.063  -0.051
N  0.626  -0.324  -0.102
O  -1.735  -1.249  0.034
O  0.044  0.919  0.068

Cartesian forces (eV/Å) of the 2 atoms listed first:
C -2.20 1.32 1.05
C -0.92 -2.12 0.00

Summary:
electronic energy = -9209.477 eV
2S+1 = 1
total charge = 0
max |F| = 2.8 eV/Å
HOMO level = -0.3382 Ha
SMILES = C=NO/C=N\O
orbital gap = 9.58 eV
LUMO = 0.38 eV

Charges computed using natural (NBO), reported in e: atom 1 (C): 0.275, atom 2 (C): -0.095, atom 3 (H): 0.470, atom 4 (H): 0.193, atom 5 (H): 0.204, atom 6 (H): 0.208, atom 7 (N): -0.151, atom 8 (N): -0.170, atom 9 (O): -0.565, atom 10 (O): -0.369